1.
# C39H55BIrN8

A structure of composition C39H55BIrN8 at a distorted geometry (wB97M-V/def2-TZVPD, the Open Molecules 2025 dataset).

The HOMO energy is -0.4057 Eh. As for the total charge: +1. As for the HOMO-LUMO gap: 7.42 eV. The lowest unoccupied orbital energy comes out at -3.62 eV.

Positions of all 104 atoms, in Å:
Ir: -0.63 1.24 -0.33
C: -3.83 -1.00 -2.84
C: -3.93 -0.80 -1.32
C: -4.60 0.52 -0.99
C: -2.60 -1.21 -0.70
C: -2.42 -2.58 -0.52
C: -1.17 -2.77 0.02
C: -0.56 -4.07 0.44
C: -1.38 -4.68 1.59
C: -0.49 -5.04 -0.75
N: -0.59 -1.56 0.12
N: -1.47 -0.58 -0.30
B: 0.77 -1.23 0.81
N: 0.49 -0.22 1.96
N: -0.21 0.96 1.74
C: -0.27 1.60 2.92
C: 0.39 0.85 3.88
C: 0.84 -0.30 3.26
C: 1.63 -1.35 4.02
C: 3.04 -0.80 4.29
C: 1.73 -2.79 3.53
C: -0.96 2.89 3.25
C: -0.77 4.00 2.22
C: -2.41 2.58 3.66
N: 1.76 -0.57 -0.19
N: 1.46 0.73 -0.36
C: 2.51 1.35 -0.88
C: 3.50 0.40 -1.14
C: 3.00 -0.81 -0.67
C: 3.71 -2.13 -0.71
C: 2.82 -3.36 -0.72
C: 4.76 -2.21 0.41
C: 2.53 2.85 -0.88
C: 3.02 3.33 0.49
C: 1.15 3.43 -1.15
H: -4.81 -0.86 -3.29
H: -3.47 -2.00 -3.10
H: -3.15 -0.27 -3.27
H: -4.59 -1.57 -0.92
H: -4.17 1.34 -1.56
H: -4.55 0.76 0.07
H: -5.65 0.45 -1.28
H: -3.15 -3.34 -0.74
H: 0.45 -3.89 0.80
H: -2.39 -4.93 1.25
H: -1.46 -3.99 2.43
H: -0.91 -5.60 1.94
H: -1.50 -5.28 -1.10
H: -0.01 -5.97 -0.45
H: 0.06 -4.61 -1.59
H: 1.25 -2.21 1.23
H: 0.50 1.10 4.92
H: 1.11 -1.40 4.98
H: 3.58 -0.68 3.35
H: 3.60 -1.49 4.92
H: 3.01 0.17 4.78
H: 2.40 -2.88 2.67
H: 0.76 -3.21 3.26
H: 2.15 -3.39 4.33
H: -0.47 3.24 4.16
H: -0.87 3.65 1.20
H: 0.23 4.44 2.32
H: -1.50 4.80 2.35
H: -2.97 2.07 2.88
H: -2.94 3.49 3.95
H: -2.40 1.90 4.52
H: 4.47 0.58 -1.56
H: 4.25 -2.11 -1.66
H: 2.56 -3.68 0.29
H: 3.34 -4.20 -1.20
H: 1.89 -3.19 -1.27
H: 4.27 -2.17 1.39
H: 5.47 -1.38 0.36
H: 5.31 -3.14 0.35
H: 3.24 3.19 -1.64
H: 2.36 2.96 1.28
H: 3.03 4.42 0.54
H: 4.02 2.97 0.70
H: 0.41 3.07 -0.38
H: 0.76 3.17 -2.14
H: 1.13 4.51 -1.04
C: 1.72 -0.84 -4.99
C: 1.42 0.49 -5.26
C: 0.60 1.21 -4.40
C: 0.09 0.58 -3.27
C: 0.37 -0.75 -2.99
C: 1.18 -1.46 -3.86
N: -0.76 1.32 -2.37
N: -1.49 2.19 -2.92
C: -2.28 2.87 -1.99
C: -3.13 3.84 -2.51
C: -4.02 4.47 -1.66
C: -4.01 4.10 -0.31
C: -3.15 3.13 0.18
C: -2.24 2.47 -0.64
H: 2.36 -1.40 -5.66
H: 1.83 0.97 -6.13
H: 0.36 2.24 -4.61
H: -0.06 -1.23 -2.13
H: 1.40 -2.50 -3.66
H: -3.09 4.08 -3.56
H: -4.70 5.22 -2.02
H: -4.71 4.57 0.37
H: -3.20 2.90 1.23

2.
# C39H56B2CdF2N7O6P2S2

A structure of composition C39H56B2CdF2N7O6P2S2 at a distorted geometry (wB97M-V/def2-TZVPD, the Open Molecules 2025 dataset).

The HOMO energy is -0.1426 Eh. As for the total charge: -1. As for the HOMO-LUMO gap: 5.78 eV. For the energy relative to the best compared isomer or geometry (same formula, charge and spin), the calculation gives 20.4 kcal per mole. The lowest unoccupied orbital energy comes out at 1.90 eV.

Positions of all 117 atoms, in Å:
Cd: -0.03 -0.71 -0.19
C: 0.62 3.39 -0.15
P: -0.41 2.01 0.50
C: -2.09 2.60 -0.14
N: -2.16 4.00 0.02
C: -2.96 4.70 -0.75
C: -3.22 6.07 -0.50
C: -4.09 6.78 -1.29
C: -4.70 6.20 -2.41
C: -4.37 4.91 -2.77
C: -3.50 4.15 -1.97
N: -2.94 3.01 -2.44
C: -2.27 2.24 -1.66
P: -1.29 0.91 -2.44
C: -0.49 1.92 -3.78
C: -2.65 0.02 -3.46
C: -1.97 -1.24 -4.00
C: -3.78 -0.37 -2.52
C: -3.23 0.85 -4.59
C: -0.53 2.39 2.36
C: -1.53 1.38 2.92
C: -0.97 3.81 2.71
C: 0.84 2.11 2.97
H: 0.07 4.33 -0.03
H: 0.81 3.20 -1.20
H: 1.57 3.41 0.38
H: -2.77 6.52 0.37
H: -4.31 7.81 -1.04
H: -5.42 6.76 -2.98
H: -4.78 4.46 -3.66
H: -1.18 2.69 -4.10
H: -0.19 1.28 -4.61
H: 0.40 2.38 -3.36
H: -1.48 -1.78 -3.19
H: -1.21 -0.98 -4.73
H: -2.69 -1.90 -4.48
H: -3.41 -0.91 -1.65
H: -4.50 -1.01 -3.03
H: -4.31 0.52 -2.18
H: -2.50 1.02 -5.39
H: -3.55 1.82 -4.21
H: -4.09 0.34 -5.01
H: -2.53 1.57 2.54
H: -1.56 1.43 4.01
H: -1.24 0.36 2.64
H: -1.81 4.12 2.11
H: -0.16 4.52 2.56
H: -1.25 3.84 3.77
H: 1.18 1.11 2.70
H: 0.77 2.18 4.06
H: 1.58 2.83 2.63
N: -0.45 -5.69 3.07
C: -0.86 -6.29 1.94
O: -0.73 -7.49 1.73
C: -1.50 -5.39 0.93
C: -2.63 -5.81 0.24
C: -3.17 -4.97 -0.71
C: -2.57 -3.75 -0.94
N: -1.48 -3.34 -0.31
C: -0.96 -4.15 0.60
H: -0.06 -6.26 3.81
H: -0.61 -4.72 3.32
H: -3.07 -6.78 0.45
H: -4.06 -5.26 -1.26
H: -2.97 -3.06 -1.68
H: -0.05 -3.80 1.07
C: 5.99 0.65 0.88
N: 4.67 0.85 0.32
C: 3.52 0.29 0.84
N: 3.69 -0.64 1.81
O: 2.43 0.68 0.45
H: 6.70 1.27 0.32
H: 6.29 -0.39 0.77
H: 6.04 0.93 1.94
H: 4.50 1.70 -0.18
H: 4.57 -1.14 1.86
H: 2.86 -1.20 2.04
O: -0.69 -4.33 6.72
S: -0.94 -3.08 6.03
O: -2.25 -2.52 6.20
N: -0.53 -3.22 4.44
C: 0.47 -2.43 4.15
S: 1.19 -2.40 2.64
C: 0.99 -1.61 5.26
C: 2.03 -0.68 5.23
C: 2.37 -0.04 6.40
C: 1.69 -0.31 7.59
C: 0.66 -1.24 7.62
C: 0.33 -1.87 6.44
H: 2.55 -0.48 4.30
H: 3.17 0.69 6.40
H: 1.98 0.20 8.50
H: 0.12 -1.45 8.53
C: 4.85 -1.46 -2.44
C: 3.39 -1.85 -2.67
C: 3.36 -3.27 -3.25
O: 2.69 -1.88 -1.42
B: 1.46 -1.31 -1.56
O: 1.32 -0.78 -2.82
C: 2.57 -0.81 -3.51
C: 3.14 0.61 -3.43
C: 2.36 -1.20 -4.97
H: 5.36 -2.26 -1.90
H: 4.92 -0.56 -1.84
H: 5.35 -1.31 -3.39
H: 3.81 -3.95 -2.53
H: 3.92 -3.32 -4.18
H: 2.33 -3.59 -3.41
H: 3.22 0.91 -2.39
H: 2.44 1.29 -3.92
H: 4.10 0.68 -3.93
H: 1.80 -2.12 -5.05
H: 3.32 -1.31 -5.47
H: 1.79 -0.42 -5.47
F: -2.74 0.24 0.26
B: -3.18 1.53 0.11
F: -4.51 1.63 0.05

3.
# C39H56BrIrN8O3Si4

A structure of composition C39H56BrIrN8O3Si4 (wB97M-V/def2-TZVPD, the Open Molecules 2025 dataset).

The HOMO energy is -0.2829 Eh. As for the total charge: 0. As for the HOMO-LUMO gap: 7.68 eV. The lowest unoccupied orbital energy comes out at -0.02 eV.

Positions of all 112 atoms, in Å:
Ir: 0.00 1.09 0.67
C: 1.50 -3.91 2.79
N: 0.82 -2.65 3.08
C: 0.23 -2.46 4.28
C: -0.36 -1.29 4.60
C: -0.35 -0.26 3.61
N: 0.17 -0.46 2.40
C: 0.81 -1.64 2.10
O: 1.36 -1.85 1.04
N: -0.82 0.94 3.93
H: 0.87 -4.74 3.08
H: 2.45 -3.96 3.33
H: 1.70 -3.95 1.72
H: 0.28 -3.29 4.97
H: -0.81 -1.13 5.57
H: -1.25 1.09 4.83
H: -0.90 1.68 3.24
C: 0.08 2.85 -0.43
C: 1.22 3.55 0.22
C: 1.14 3.96 1.56
C: 2.25 4.51 2.20
C: 3.44 4.67 1.52
C: 3.53 4.30 0.18
C: 2.43 3.74 -0.45
H: 0.24 2.78 -1.51
H: -0.86 3.37 -0.25
H: 0.20 3.85 2.09
H: 2.16 4.82 3.23
H: 4.30 5.11 2.02
H: 4.45 4.44 -0.36
H: 2.50 3.46 -1.50
Br: -6.68 5.70 2.77
C: -5.78 4.32 1.83
C: -6.45 3.63 0.83
C: -5.80 2.62 0.15
C: -4.49 2.30 0.47
C: -3.82 2.99 1.48
C: -4.48 4.01 2.16
C: -2.42 2.64 1.88
O: -1.85 3.28 2.76
O: -1.92 1.60 1.31
H: -7.48 3.89 0.58
H: -6.31 2.08 -0.64
H: -3.96 1.50 -0.04
H: -3.95 4.54 2.94
C: 2.19 0.41 -2.17
C: 2.71 0.54 -0.79
N: 1.98 0.76 0.28
C: 2.86 0.90 1.34
C: 4.12 0.78 0.89
N: 4.02 0.54 -0.46
C: 5.14 0.38 -1.35
N: 5.88 -0.82 -1.06
N: 7.23 -0.77 -1.04
N: 7.71 -1.94 -0.85
C: 6.65 -2.82 -0.75
C: 6.64 -4.20 -0.53
C: 5.41 -4.81 -0.45
C: 4.22 -4.08 -0.57
C: 4.21 -2.72 -0.79
C: 5.46 -2.11 -0.88
H: 1.12 0.23 -2.11
H: 2.66 -0.42 -2.71
H: 2.35 1.33 -2.74
H: 2.50 1.12 2.33
H: 5.07 0.83 1.40
H: 5.85 1.20 -1.24
H: 4.77 0.38 -2.38
H: 7.57 -4.75 -0.43
H: 5.35 -5.88 -0.29
H: 3.27 -4.59 -0.49
H: 3.28 -2.16 -0.84
C: -4.61 -1.63 -0.34
Si: -3.00 -1.32 0.61
C: -3.59 -0.63 2.27
C: -2.27 -3.01 1.11
Si: -1.35 -0.21 -0.76
Si: -2.20 1.12 -2.57
C: -3.00 2.80 -2.26
C: -0.84 1.55 -3.82
C: -3.50 0.13 -3.53
Si: -0.78 -2.18 -2.12
C: -2.33 -3.17 -2.56
C: 0.38 -3.46 -1.36
C: -0.02 -1.86 -3.82
H: -5.20 -2.36 0.21
H: -4.48 -1.99 -1.36
H: -5.19 -0.71 -0.39
H: -3.84 -1.48 2.91
H: -4.48 -0.01 2.16
H: -2.83 -0.03 2.77
H: -2.89 -3.44 1.90
H: -1.26 -2.90 1.50
H: -2.23 -3.72 0.30
H: -2.46 3.40 -1.52
H: -4.04 2.74 -1.94
H: -2.98 3.35 -3.20
H: -0.30 2.44 -3.49
H: -1.33 1.80 -4.77
H: -0.13 0.76 -4.03
H: -4.31 -0.22 -2.88
H: -3.07 -0.73 -4.03
H: -3.94 0.77 -4.30
H: -2.81 -3.63 -1.70
H: -1.99 -3.98 -3.22
H: -3.09 -2.60 -3.10
H: 0.00 -3.91 -0.45
H: 1.35 -3.02 -1.12
H: 0.53 -4.25 -2.10
H: -0.72 -1.40 -4.52
H: 0.27 -2.83 -4.23
H: 0.88 -1.24 -3.79

4.
# C39H56NO4PtS2Si4Te

A structure of composition C39H56NO4PtS2Si4Te (wB97M-V/def2-TZVPD, the Open Molecules 2025 dataset).

The HOMO energy (alpha / beta) is -0.1225 / -0.1746 Eh. As for the total charge: -1. As for the HOMO-LUMO gap (alpha / beta): 5.59 / 6.25 eV. For the energy relative to the best compared isomer or geometry (same formula, charge and spin), the calculation gives 0.0 kcal per mole. Its multiplicity is 3. The lowest unoccupied orbital energy (alpha / beta) comes out at 2.26 / 1.50 eV.

Positions of all 108 atoms, in Å:
Pt: 0.14 1.77 -0.51
O: 2.15 1.78 2.23
N: 1.11 2.39 2.43
O: 0.14 2.16 1.64
C: -3.01 -6.01 4.53
C: -2.40 -4.73 4.02
C: -2.00 -4.62 2.69
C: -1.42 -3.45 2.21
C: -1.24 -2.38 3.07
C: -1.62 -2.47 4.40
C: -2.21 -3.64 4.86
S: -0.51 -0.87 2.41
C: -2.08 -0.09 2.02
O: 0.14 -1.27 1.13
H: -3.64 -6.47 3.77
H: -3.62 -5.83 5.42
H: -2.23 -6.72 4.80
H: -2.14 -5.46 2.02
H: -1.09 -3.35 1.18
H: -1.46 -1.63 5.07
H: -2.51 -3.71 5.90
H: -2.66 -0.74 1.36
H: -1.84 0.84 1.51
H: -2.60 0.10 2.96
O: -2.99 -0.23 -0.81
S: -3.62 -0.44 -2.14
C: -4.33 -2.13 -2.05
C: -5.16 -2.23 -0.81
C: -4.58 -2.70 0.37
C: -5.29 -2.73 1.55
C: -6.61 -2.29 1.58
C: -7.20 -1.81 0.42
C: -6.48 -1.78 -0.77
C: -2.28 -0.81 -3.33
C: -1.38 -1.93 -2.91
C: -0.54 -1.78 -1.81
C: 0.25 -2.84 -1.39
C: 0.22 -4.05 -2.07
C: -0.61 -4.21 -3.17
C: -1.41 -3.15 -3.58
H: -3.50 -2.83 -2.01
H: -4.90 -2.30 -2.97
H: -3.54 -3.01 0.35
H: -4.81 -3.08 2.46
H: -7.17 -2.30 2.51
H: -8.22 -1.46 0.43
H: -6.94 -1.40 -1.67
H: -1.75 0.14 -3.38
H: -2.76 -1.01 -4.29
H: -0.51 -0.84 -1.27
H: 0.88 -2.70 -0.52
H: 0.85 -4.87 -1.74
H: -0.64 -5.15 -3.70
H: -2.07 -3.27 -4.44
C: -0.14 1.87 -2.43
C: -0.28 2.00 -3.63
C: -0.47 2.12 -5.04
C: -1.24 3.16 -5.58
C: -1.42 3.27 -6.95
C: -0.84 2.35 -7.82
C: -0.07 1.32 -7.30
C: 0.11 1.20 -5.93
H: -1.69 3.87 -4.91
H: -2.03 4.08 -7.35
H: -0.99 2.44 -8.89
H: 0.39 0.60 -7.96
H: 0.71 0.40 -5.52
C: 4.01 6.28 -1.49
Si: 2.84 5.01 -0.71
C: 1.20 5.12 -1.60
C: 2.60 5.48 1.09
Si: 3.95 2.95 -0.88
Te: 2.56 0.89 -0.52
Si: 5.76 2.80 0.60
C: 7.07 4.09 0.19
C: 6.54 1.09 0.42
C: 5.22 3.02 2.38
Si: 4.68 2.67 -3.11
C: 3.25 3.14 -4.23
C: 6.17 3.75 -3.53
C: 5.18 0.89 -3.45
H: 3.66 7.29 -1.28
H: 4.05 6.15 -2.57
H: 5.03 6.19 -1.10
H: 0.83 6.14 -1.53
H: 0.47 4.44 -1.16
H: 1.29 4.85 -2.66
H: 2.01 6.39 1.16
H: 3.56 5.67 1.58
H: 2.08 4.70 1.65
H: 7.42 4.02 -0.84
H: 7.93 3.97 0.85
H: 6.67 5.10 0.34
H: 6.91 0.94 -0.60
H: 5.81 0.31 0.62
H: 7.37 0.97 1.11
H: 5.01 4.07 2.59
H: 6.04 2.71 3.04
H: 4.34 2.43 2.60
H: 3.09 4.22 -4.22
H: 2.32 2.67 -3.91
H: 3.45 2.85 -5.26
H: 6.06 4.77 -3.17
H: 6.30 3.78 -4.62
H: 7.09 3.34 -3.10
H: 4.35 0.20 -3.26
H: 6.02 0.58 -2.83
H: 5.47 0.78 -4.50